#i
ORCA calculation (ωB97M-V/def2-TZVPD) on a single C4H10N2 molecule.

Its SMILES is [H]/N=C\NCCC. As for the HOMO-LUMO gap: 9.79 eV.

Element x y z (Å)
C1 -0.065 -1.597 -0.165
C2 -1.265 -0.594 -0.141
C3 -0.966 0.930 -0.353
N1 0.396 1.373 -0.118
C4 1.235 0.958 0.882
N2 2.334 0.198 0.795
H1 -0.471 -2.609 -0.191
H2 0.561 -1.597 0.770
H3 0.539 -1.360 -1.018
H4 -1.916 -1.132 -1.026
H5 -1.875 -0.624 0.739
H6 -1.651 1.516 0.257
H7 -1.230 1.318 -1.392
H8 0.811 1.920 -0.801
H9 1.060 1.600 1.894
H10 2.501 -0.301 -0.132

Atom charges from the natural (NBO) analysis, given in e for atoms 1 to 6:
1 C -0.620
2 C -0.413
3 C -0.212
4 N -0.714
5 C 0.286
6 N -0.637



#ii
ORCA calculation (ωB97M-V/def2-TZVPD) on 2 unconnected molecules or ions with the total composition C4H10N2.

Its SMILES is C=CN.C=CN. As for the HOMO-LUMO gap: 9.32 eV.

Element x y z (Å)
C1 0.478 1.649 0.139
C2 -0.558 1.776 -0.688
N1 -0.804 2.740 -1.664
H1 0.614 0.764 0.733
H2 1.342 2.307 0.176
H3 -1.192 0.904 -0.829
H4 -0.182 3.236 -2.275
H5 -1.760 2.669 -1.968
C3 -0.784 -1.501 0.599
C4 0.241 -2.014 1.267
N2 1.236 -2.923 0.844
H6 -1.202 -1.949 -0.303
H7 -1.198 -0.522 0.782
H8 0.443 -1.635 2.273
H9 1.176 -2.948 -0.171
H10 2.149 -2.552 1.086

Atom charges from the natural (NBO) analysis, given in e for atoms 1 to 6:
1 C -0.502
2 C 0.000
3 N -0.848
4 H 0.205
5 H 0.191
6 H 0.182



#iii
ORCA calculation (ωB97M-V/def2-TZVPD) on a single C4H10N2 molecule.

Its SMILES is CC(C)/C=N/N. As for the HOMO-LUMO gap: 9.34 eV.

Element x y z (Å)
C1 -1.639 -1.296 0.324
C2 -1.038 -0.004 -0.368
C3 -1.610 1.413 0.072
C4 0.526 -0.332 -0.463
H1 -0.949 -2.131 0.404
H2 -1.794 -1.172 1.384
H3 -2.586 -1.522 -0.212
H4 -1.424 -0.104 -1.389
H5 -1.033 2.180 -0.405
H6 -2.671 1.480 -0.322
H7 -1.543 1.779 1.161
H8 0.707 -1.340 -0.826
H9 3.045 -0.538 -0.574
H10 3.191 0.629 0.468
N1 1.341 0.240 0.321
N2 2.606 0.054 0.095

Atom charges from the natural (NBO) analysis, given in e for atoms 1 to 6:
1 C -0.617
2 C -0.239
3 C -0.616
4 C -0.006
5 H 0.209
6 H 0.210



#iv
ORCA calculation (ωB97M-V/def2-TZVPD) on 3 unconnected molecules or ions with the total composition C4H10N2.

As for the HOMO-LUMO gap: 7.32 eV.

Element x y z (Å)
C1 -0.092 -0.091 0.486
C2 -1.080 -1.003 1.185
C3 1.032 -0.610 -0.324
N1 0.043 1.164 1.129
C4 -0.693 0.446 -1.973
N2 -0.145 -0.181 -0.993
H1 -0.802 1.719 1.119
H2 0.844 1.694 0.813
H3 -1.209 -1.933 0.634
H4 -2.051 -0.516 1.277
H5 -0.709 -1.223 2.183
H6 1.380 -1.624 -0.375
H7 2.308 0.167 -0.346
H8 3.096 0.644 -0.048
H9 -1.486 1.155 -1.777
H10 -0.435 0.193 -2.990

Atom charges from the natural (NBO) analysis, given in e for atoms 1 to 6:
1 C 0.249
2 C -0.625
3 C -0.272
4 N -0.831
5 C -0.141
6 N -0.251



Stability comparison, relative energies in hartree: #i 0.0035; #ii 0.0000; #iii 0.0239; #iv 0.1195



#i
ORCA calculation (ωB97M-V/def2-TZVPD) on a single C2H3N3 molecule.

Its SMILES is [H]/N=C/N1C=N1. As for the HOMO-LUMO gap: 10.98 eV.

Element x y z (Å)
N1 -0.323 -0.975 -0.799
C1 -0.626 0.236 -0.584
N2 0.132 1.025 0.323
N3 0.113 0.449 1.788
C2 1.035 0.169 1.005
H1 -0.931 -1.356 -1.520
H2 -1.383 0.792 -1.118
H3 1.983 -0.341 0.906

Atom charges from the natural (NBO) analysis, given in e for atoms 1 to 6:
1 N -0.647
2 C 0.250
3 N -0.389
4 N -0.175
5 C 0.213
6 H 0.352



#ii
ORCA calculation (ωB97M-V/def2-TZVPD) on a single C2H3N3 molecule.

Its SMILES is [H]/N=C/C1N=N1. As for the HOMO-LUMO gap: 10.72 eV.

Element x y z (Å)
C1 0.605 0.252 -0.165
C2 -0.840 0.273 -0.286
N1 -1.374 -1.106 -0.260
N2 -1.279 -0.601 0.837
N3 1.072 -0.307 0.847
H1 1.203 0.696 -0.991
H2 -1.507 1.005 -0.750
H3 2.121 -0.213 0.769

Atom charges from the natural (NBO) analysis, given in e for atoms 1 to 6:
1 C 0.080
2 C -0.178
3 N -0.045
4 N 0.002
5 N -0.581
6 H 0.164



Stability comparison, relative energies in hartree: #i 0.0190; #ii 0.0000



#i
ORCA calculation (ωB97M-V/def2-TZVPD) on a single C2H3N3 molecule.

Its SMILES is c1nnc[nH]1. As for the HOMO-LUMO gap: 10.74 eV.

Element x y z (Å)
N1 0.120 0.681 -0.224
C1 1.001 -0.172 0.372
N2 0.423 -1.310 0.639
N3 -0.879 -1.221 0.210
C2 -1.040 -0.032 -0.301
H1 0.297 1.617 -0.553
H2 2.032 0.080 0.580
H3 -1.955 0.356 -0.723

Atom charges from the natural (NBO) analysis, given in e for atoms 1 to 6:
1 N -0.550
2 C 0.135
3 N -0.281
4 N -0.280
5 C 0.136
6 H 0.425



#ii
ORCA calculation (ωB97M-V/def2-TZVPD) on 2 unconnected molecules or ions with the total composition C2H3N3.

As for the HOMO-LUMO gap: 9.81 eV.

Element x y z (Å)
C1 0.579 -0.239 -0.010
C2 -0.582 0.621 0.061
N1 -1.818 0.237 -0.603
N2 -1.845 0.117 0.596
N3 0.679 -1.453 -0.025
H1 1.832 0.996 -0.097
H2 -0.393 1.681 0.164
H3 1.548 -1.960 -0.086

Atom charges from the natural (NBO) analysis, given in e for atoms 1 to 6:
1 C 0.303
2 C -0.201
3 N -0.008
4 N -0.006
5 N -0.638
6 H -0.050



#iii
ORCA calculation (ωB97M-V/def2-TZVPD) on a molecular structure, C2H3N3.

As for the HOMO-LUMO gap (alpha / beta): 8.29 / 8.29 eV.

Element x y z (Å)
N1 0.974 -0.449 0.188
C1 0.206 0.510 -0.498
N2 -1.107 0.003 -1.017
C2 -1.109 0.010 0.248
N3 0.262 -1.222 0.861
H1 1.967 -0.587 0.036
H2 0.611 1.451 -0.861
H3 -1.804 0.285 1.043

Atom charges from the natural (NBO) analysis, given in e for atoms 1 to 6:
1 N -0.226
2 C -0.131
3 N -0.447
4 C 0.134
5 N -0.159
6 H 0.386



#iv
ORCA calculation (ωB97M-V/def2-TZVPD) on a single C2H3N3 molecule.

Its SMILES is c1nc[nH]n1. As for the HOMO-LUMO gap: 10.00 eV.

Element x y z (Å)
N1 -0.758 0.715 0.073
C1 -0.687 -0.628 0.041
N2 0.534 -1.071 0.229
C2 1.323 -0.033 0.387
N3 0.432 1.276 0.288
H1 -1.656 1.175 -0.138
H2 -1.533 -1.266 -0.128
H3 2.361 -0.236 -0.002

Atom charges from the natural (NBO) analysis, given in e for atoms 1 to 6:
1 N -0.322
2 C 0.127
3 N -0.468
4 C 0.088
5 N -0.277
6 H 0.424



Stability comparison, relative energies in hartree: #i 0.0000; #ii 0.1687; #iii 0.1984; #iv 0.0532



#i
ORCA calculation (ωB97M-V/def2-TZVPD) on a molecular structure, C2H3N3.

As for the HOMO-LUMO gap: 10.64 eV.

Element x y z (Å)
N1 -1.252 -0.132 0.280
C1 0.339 1.015 0.057
C2 1.265 0.170 -0.108
N2 0.406 -1.555 -0.123
N3 -0.739 -1.275 0.031
H1 -2.220 -0.097 -0.076
H2 -0.091 1.993 0.195
H3 2.298 -0.110 -0.255

Atom charges from the natural (NBO) analysis, given in e for atoms 1 to 6:
1 N -0.469
2 C -0.145
3 C -0.251
4 N -0.101
5 N 0.081
6 H 0.387



#ii
ORCA calculation (ωB97M-V/def2-TZVPD) on a single C2H3N3 molecule.

Its SMILES is c1c[nH]nn1. As for the HOMO-LUMO gap: 10.94 eV.

Element x y z (Å)
N1 1.376 -0.520 -0.331
N2 0.847 0.656 0.040
C1 -0.503 0.568 0.167
C2 -0.766 -0.730 -0.168
N3 0.406 -1.354 -0.476
H1 1.485 1.256 0.534
H2 -1.148 1.399 0.414
H3 -1.696 -1.274 -0.179

Atom charges from the natural (NBO) analysis, given in e for atoms 1 to 6:
1 N -0.054
2 N -0.351
3 C -0.099
4 C -0.130
5 N -0.234
6 H 0.416



#iii
ORCA calculation (ωB97M-V/def2-TZVPD) on a molecular structure, C2H3N3.

As for the HOMO-LUMO gap: 10.58 eV.

Element x y z (Å)
N1 0.775 0.148 -0.346
C1 -0.316 0.246 -1.175
N2 -1.384 0.105 -0.321
N3 -0.956 -0.067 0.997
C2 0.335 0.028 0.941
H1 1.735 0.219 -0.647
H2 -1.179 -0.709 -1.251
H3 0.990 0.031 1.802

Atom charges from the natural (NBO) analysis, given in e for atoms 1 to 6:
1 N -0.579
2 C 0.002
3 N -0.362
4 N -0.291
5 C 0.193
6 H 0.426



Stability comparison, relative energies in hartree: #i 0.1340; #ii 0.0000; #iii 0.0850



#i
ORCA calculation (ωB97M-V/def2-TZVPD) on a gas-phase ion, C3H9N3 (charge +2).

Its SMILES is [H]/N=[N+](C)/C=[NH+]/C. As for the HOMO-LUMO gap: 10.22 eV. Its net charge is +2.

Element x y z (Å)
C1 0.296 0.570 -0.176
C2 2.581 -0.191 -0.098
C3 -2.403 0.700 -0.092
N1 -1.190 -1.215 0.579
N2 1.174 -0.329 -0.004
N3 -1.290 -0.065 0.317
H1 0.459 1.492 -0.727
H2 3.132 0.659 -0.529
H3 3.136 -1.075 -0.467
H4 2.998 0.035 0.934
H5 -2.149 1.755 -0.096
H6 -3.330 0.302 0.389
H7 -2.409 0.443 -1.153
H8 -1.962 -1.714 0.872
H9 0.957 -1.367 0.252

Atom charges from the natural (NBO) analysis, given in e for atoms 1 to 6:
1 C 0.388
2 C -0.524
3 C -0.475
4 N -0.132
5 N -0.388
6 N 0.117



#ii
ORCA calculation (ωB97M-V/def2-TZVPD) on 2 unconnected molecules or ions with the total composition C3H9N3.

As for the HOMO-LUMO gap: 11.17 eV. Its net charge is +2.

Element x y z (Å)
C1 1.103 2.837 0.448
C2 -0.711 -1.668 -1.285
C3 -1.951 -3.548 -0.360
N1 0.818 1.525 0.191
N2 2.139 3.358 1.007
N3 -1.240 -2.647 -1.006
H1 0.249 3.447 -0.009
H2 1.396 0.896 0.728
H3 -1.624 -4.661 -0.495
H4 -3.075 -3.627 -0.762
H5 -1.825 -3.487 0.809
H6 -0.126 1.208 0.012
H7 2.029 4.341 1.257
H8 2.968 2.931 1.266
H9 -0.149 -0.906 -1.801

Atom charges from the natural (NBO) analysis, given in e for atoms 1 to 6:
1 C 0.417
2 C 0.413
3 C -0.553
4 N -0.744
5 N -0.664
6 N -0.129



#iii
ORCA calculation (ωB97M-V/def2-TZVPD) on 2 unconnected molecules or ions with the total composition C3H9N3.

As for the HOMO-LUMO gap: 11.26 eV. Its net charge is +2.

Element x y z (Å)
C1 -0.566 -0.114 -1.399
C2 -2.325 -1.063 -2.890
C3 1.985 -0.199 1.944
N1 0.769 1.706 2.163
N2 -1.381 -0.548 -2.072
N3 1.095 0.742 1.465
H1 0.191 0.288 -0.775
H2 -3.238 -0.457 -2.845
H3 -2.565 -2.089 -2.588
H4 -1.964 -1.076 -3.927
H5 2.868 -0.183 1.280
H6 1.577 -1.201 1.756
H7 2.295 -0.074 2.988
H8 1.131 1.860 3.122
H9 0.130 2.409 1.779

Atom charges from the natural (NBO) analysis, given in e for atoms 1 to 6:
1 C 0.424
2 C -0.498
3 C -0.527
4 N -0.278
5 N -0.111
6 N 0.073



Stability comparison, relative energies in hartree: #i 0.1468; #ii 0.0000; #iii 0.0565



#i
ORCA calculation (ωB97M-V/def2-TZVPD) on 2 unconnected molecules or ions with the total composition CH6N2O.

As for the HOMO-LUMO gap (alpha / beta): 7.87 / 8.44 eV.

Element x y z (Å)
C1 0.939 0.740 0.800
N1 -1.316 -0.736 -0.400
N2 -0.534 -0.159 -1.311
O1 -1.418 -0.089 0.671
H1 -1.217 -1.761 -0.284
H2 -0.223 -0.840 -2.003
H3 0.363 0.333 -0.553
H4 1.438 -0.155 1.158
H5 0.351 1.208 1.576
H6 1.617 1.459 0.346

Atom charges from the natural (NBO) analysis, given in e for atoms 1 to 6:
1 C -0.764
2 N 0.102
3 N -0.525
4 O -0.375
5 H 0.328
6 H 0.351



#ii
ORCA calculation (ωB97M-V/def2-TZVPD) on 2 unconnected molecules or ions with the total composition CH6N2O.

As for the HOMO-LUMO gap: 5.77 eV.

Element x y z (Å)
O1 -2.419 -0.879 -1.479
H1 -3.138 -1.409 -1.116
N1 1.283 1.082 0.906
C1 0.795 0.409 -0.139
N2 0.202 -0.708 0.054
H2 1.603 0.667 1.766
H3 1.326 2.088 0.888
H4 0.953 0.881 -1.099
H5 -0.298 -1.236 -0.690
H6 -0.305 -0.895 0.910

Atom charges from the natural (NBO) analysis, given in e for atoms 1 to 6:
1 O -1.343
2 H 0.409
3 N -0.773
4 C 0.407
5 N -0.684
6 H 0.416



Stability comparison, relative energies in hartree: #i 0.0915; #ii 0.0000



#i
ORCA calculation (ωB97M-V/def2-TZVPD) on 2 unconnected molecules or ions with the total composition C3H8NO2S.

As for the HOMO-LUMO gap: 6.38 eV. Its net charge is -1.

Element x y z (Å)
C1 0.523 0.442 -1.226
C2 0.772 -0.928 -0.437
S1 -0.175 -0.958 1.187
C3 1.401 1.700 -0.883
N1 1.627 1.936 0.429
O1 1.774 2.469 -1.673
H1 -0.524 0.814 -1.115
H2 0.891 0.195 -2.218
H3 1.852 -0.795 -0.209
H4 0.478 -1.762 -1.068
H5 2.032 2.678 0.831
H6 1.465 1.285 1.125
H7 -3.996 -2.161 0.539
H8 -4.937 -2.589 1.722
O2 -4.529 -2.865 0.882

Atom charges from the natural (NBO) analysis, given in e for atoms 1 to 6:
1 C -0.511
2 C -0.510
3 S -0.755
4 C 0.692
5 N -0.833
6 O -0.643



#ii
ORCA calculation (ωB97M-V/def2-TZVPD) on 3 unconnected molecules or ions with the total composition C3H8NO2S.

As for the HOMO-LUMO gap: 5.06 eV. Its net charge is -1.

Element x y z (Å)
C1 -0.232 0.635 -0.158
C2 -0.736 -0.494 0.479
S1 -3.461 1.110 -0.573
C3 0.495 -0.028 1.373
N1 1.602 -0.697 1.001
O1 0.417 0.589 2.395
H1 -0.668 1.611 0.064
H2 0.318 0.426 -1.118
H3 -1.738 -0.394 0.880
H4 -0.558 -1.396 -0.126
H5 -3.217 2.000 -1.549
H6 1.784 -1.246 -2.512
H7 2.432 -0.375 1.503
H8 1.799 -0.812 -0.049
O2 1.762 -0.930 -1.610

Atom charges from the natural (NBO) analysis, given in e for atoms 1 to 6:
1 C -0.072
2 C -0.473
3 S -0.960
4 C 0.592
5 N -0.767
6 O -0.555



#iii
ORCA calculation (ωB97M-V/def2-TZVPD) on 2 unconnected molecules or ions with the total composition C3H8NO2S.

As for the HOMO-LUMO gap: 6.51 eV. Its net charge is -1.

Element x y z (Å)
C1 -0.395 -0.844 1.711
C2 -1.114 0.013 0.664
S1 -0.152 1.523 0.284
C3 0.660 -1.693 1.011
N1 1.904 -1.158 1.030
O1 0.409 -2.736 0.416
H1 -1.017 -1.521 2.284
H2 0.127 -0.152 2.367
H3 -2.084 0.268 1.095
H4 -1.339 -0.546 -0.245
H5 2.605 -1.551 0.428
H6 1.986 -0.158 1.167
H7 -0.371 3.607 -3.827
H8 -0.895 2.132 -4.014
O2 -0.322 2.817 -4.370

Atom charges from the natural (NBO) analysis, given in e for atoms 1 to 6:
1 C -0.514
2 C -0.513
3 S -0.734
4 C 0.695
5 N -0.837
6 O -0.671



Stability comparison, relative energies in hartree: #i 0.0301; #ii 0.1705; #iii 0.0000



#i
ORCA calculation (ωB97M-V/def2-TZVPD) on a single C6H8O2 molecule.

Its SMILES is C#CCCC(=O)CO. As for the HOMO-LUMO gap: 9.36 eV.

Element x y z (Å)
C1 -0.334 1.531 0.507
C2 -0.257 -1.016 1.069
C3 -0.351 -1.472 -0.346
C4 0.575 0.336 0.853
O1 -1.629 1.198 0.069
C5 0.801 -0.534 -1.105
C6 1.519 -0.314 -2.043
O2 1.619 0.514 1.454
H1 -1.856 1.786 -0.669
H2 0.211 2.097 -0.260
H3 -0.401 2.151 1.398
H4 -1.229 -0.785 1.500
H5 0.357 -1.660 1.695
H6 -1.278 -1.186 -0.836
H7 -0.023 -2.493 -0.517
H8 2.277 -0.151 -2.769

Atom charges from the natural (NBO) analysis, given in e for atoms 1 to 6:
1 C -0.169
2 C -0.521
3 C -0.374
4 C 0.580
5 O -0.729
6 C -0.091



#ii
ORCA calculation (ωB97M-V/def2-TZVPD) on a single C6H8O2 molecule.

Its SMILES is O[C@]12C[C@H]1O[C@@H]1C[C@@H]12. As for the HOMO-LUMO gap: 9.66 eV.

Element x y z (Å)
C1 -0.289 -0.831 0.148
C2 -1.192 -0.604 1.246
C3 -1.170 0.345 0.009
C4 0.867 1.437 0.087
C5 1.548 0.551 -1.026
C6 1.129 -0.195 0.193
H1 0.242 -2.697 -0.326
H2 -0.784 -0.221 2.135
H3 -1.956 -1.389 1.412
H4 -1.973 0.447 -0.591
H5 1.407 2.201 0.641
H6 2.516 0.449 -1.497
H7 0.736 0.664 -1.789
H8 1.796 -0.751 0.920
O1 -0.410 -2.041 -0.645
O2 -0.508 1.676 0.038

Atom charges from the natural (NBO) analysis, given in e for atoms 1 to 6:
1 C 0.196
2 C -0.467
3 C 0.072
4 C 0.116
5 C -0.479
6 C -0.280



#iii
ORCA calculation (ωB97M-V/def2-TZVPD) on a single C6H8O2 molecule.

Its SMILES is C1C[C@H]2O[C@@H]2[C@H]2O[C@H]12. As for the HOMO-LUMO gap: 9.30 eV.

Element x y z (Å)
C1 0.482 1.123 0.221
C2 -0.946 0.951 -0.229
C3 -1.090 -0.220 0.254
C4 -0.493 -1.427 -0.310
C5 0.790 -1.323 0.517
C6 1.260 -0.012 -0.291
H1 0.788 2.063 -0.351
H2 0.731 1.759 1.260
H3 -0.834 0.961 -1.415
H4 -1.272 1.777 0.240
H5 -1.124 -0.028 1.364
H6 -0.382 -1.284 -1.464
H7 1.022 -1.323 1.599
H8 1.011 -0.238 -1.293
O1 -1.963 -1.532 0.022
O2 2.020 -1.246 -0.123

Atom charges from the natural (NBO) analysis, given in e for atoms 1 to 6:
1 C -0.421
2 C -0.442
3 C 0.049
4 C 0.003
5 C 0.055
6 C -0.014



Stability comparison, relative energies in hartree: #i 0.0038; #ii 0.0000; #iii 0.2454